(1)
{"formula": "CH5O4", "method": "the ωB97M-V functional and the def2-TZVPD basis", "symbols": ["O", "C", "O", "H", "H", "H", "O", "H", "H", "O"], "coordinates": [[-1.163943, -0.708973, -1.429174], [-0.463635, -0.201220, -0.519125], [0.464597, 0.672619, -0.591886], [-0.392340, -0.859238, 0.429321], [1.998650, -2.148230, 1.543251], [0.437487, -2.391953, 1.118832], [1.194698, -2.667934, 1.696597], [-0.473663, 1.975275, 0.159342], [0.425387, 2.973998, -0.127562], [-0.397066, 2.911472, 0.323410]], "atomic_forces_ev_per_a": [[0.1226, 1.1471, 1.1145], [2.0476, -2.0241, -1.4419], [-1.5140, -0.7456, 0.1871], [-0.6412, 0.9070, -0.0987], [-0.9208, 0.1178, -0.4352], [1.5276, 0.1779, 0.5288], [-0.5684, -0.3155, -0.0854], [-0.3558, -1.0754, 0.0192], [1.2337, 0.6090, -0.5742], [-0.9313, 1.2018, 0.7858]], "lowdin_charge": [-0.118, -0.617, -0.157, 0.085, 0.034, 0.021, -0.106, -0.040, -0.007, -0.097], "homo_energy_ha": -0.17377, "max_force_ev_per_a": 3.22, "total_charge": -1, "e_above_lowest_kj_mol": 103.4, "molar_mass_g_mol": 81.05}

(2)
{"formula": "C12H34O17P5S2", "method": "the ωB97M-V functional and the def2-TZVPD basis", "symbols": ["O", "C", "C", "P", "S", "C", "O", "O", "P", "O", "O", "S", "H", "H", "H", "H", "H", "H", "H", "C", "O", "P", "O", "O", "C", "O", "C", "H", "H", "H", "H", "H", "H", "H", "H", "H", "C", "O", "P", "O", "O", "C", "O", "C", "H", "H", "H", "H", "H", "H", "H", "H", "H", "C", "O", "P", "O", "O", "C", "O", "C", "H", "H", "H", "H", "H", "H", "H", "H", "H"], "coordinates": [[-1.439992, 1.362998, 4.667517], [-2.447059, 1.329630, 4.026547], [-2.451398, 0.833867, 2.569983], [-3.600441, 1.970434, 1.614317], [-5.299089, 0.622859, 2.273863], [-4.177636, 1.657356, -0.161893], [-4.694194, 2.569750, -0.787157], [-4.035455, 0.511462, -0.607627], [-1.846206, 3.248188, 0.961707], [-1.129389, 3.793048, 2.361871], [-0.659006, 2.358862, 0.229041], [-2.333251, 4.815391, -0.056009], [-3.423708, 1.646722, 4.454013], [-2.844209, -0.185948, 2.562988], [-1.415368, 0.856592, 2.222211], [-4.191018, 3.066988, 2.286294], [-6.151139, 1.395864, 2.984752], [-1.848375, 4.150076, 2.893786], [-0.957100, 2.062228, -0.639524], [-4.829973, -2.302109, -0.586251], [-4.645626, -3.693645, -0.969052], [-3.281763, -4.450822, -0.407482], [-2.239229, -3.617841, -1.098894], [-3.662482, -5.803882, -1.227358], [-3.781194, -5.736413, -2.642680], [-2.324775, -5.306121, 0.643015], [-1.113421, -5.808106, 0.113279], [-5.890597, -2.069946, -0.650405], [-4.493912, -2.128496, 0.431885], [-4.286121, -1.655562, -1.266191], [-3.155861, -4.946597, -3.061312], [-4.821776, -5.568583, -2.922034], [-3.459533, -6.695033, -3.050631], [-0.367222, -5.015067, 0.092875], [-1.248095, -6.220575, -0.886456], [-0.761496, -6.601367, 0.773994], [3.359539, 4.298225, -4.061011], [2.552688, 4.260964, -2.877207], [2.239454, 5.733797, -2.128506], [3.679691, 6.046044, -1.795745], [1.437235, 4.995963, -0.943865], [2.084557, 3.985778, -0.175516], [1.592629, 7.208974, -1.717304], [2.044477, 7.793357, -0.506870], [3.144795, 3.405535, -4.647047], [3.138120, 5.176384, -4.664794], [4.413209, 4.297348, -3.784978], [3.165145, 4.138369, -0.140874], [1.862676, 3.009292, -0.601924], [1.687306, 4.017420, 0.837364], [3.004997, 8.282205, -0.665262], [2.126044, 7.055877, 0.290600], [1.310419, 8.545975, -0.218476], [1.798604, -3.236951, -1.225571], [2.298572, -3.267371, 0.125356], [3.787919, -2.572105, 0.390642], [4.625539, -3.481037, -0.465547], [3.743711, -3.017857, 1.949103], [3.647449, -4.401104, 2.269216], [4.880932, -1.373896, 0.717293], [6.197144, -1.780262, 1.054036], [0.713087, -3.327110, -1.190742], [2.057074, -2.302536, -1.718499], [2.206557, -4.076936, -1.786289], [4.088128, -5.025592, 1.490675], [2.603213, -4.677672, 2.416582], [4.187595, -4.565213, 3.201318], [6.756680, -2.015855, 0.150001], [6.194878, -2.637326, 1.726708], [6.677048, -0.938883, 1.554150]], "atomic_forces_ev_per_a": [[0.4300, 0.1272, 0.6125], [-0.3070, -0.4627, -0.9145], [-0.1531, 0.6680, 0.6715], [0.2273, -0.8812, -0.2485], [-1.1985, -0.4781, 0.7222], [-0.9798, -0.5503, -2.8625], [-0.0693, 1.4656, 1.2060], [1.1638, -1.0352, 1.4366], [0.4920, 1.8246, -0.5433], [0.3594, -1.3351, -0.6333], [-0.4270, 0.2259, 1.3218], [-0.0923, -0.0802, -0.1556], [0.1193, -0.0925, -0.1074], [-0.0668, 0.1954, -0.2029], [-0.1863, 0.0528, -0.0990], [0.4078, -0.0767, -0.0219], [0.3337, 0.0703, -0.1922], [0.0519, 0.2322, 0.0822], [-0.1672, 0.1313, -0.0758], [-0.1009, 0.3743, -0.2176], [-0.0348, -0.7368, 3.3942], [3.4215, -0.6615, -6.3736], [-0.3907, 0.1247, 1.0369], [0.1550, -0.1868, 0.4412], [-0.3667, 0.0589, -0.1844], [-2.9876, 0.8442, 1.8964], [0.6077, 0.0516, -0.2760], [0.0014, -0.1726, 0.0257], [0.0074, 0.1328, -0.0332], [0.1379, -0.0794, 0.0798], [-0.0147, 0.0604, 0.1135], [0.0187, 0.0617, -0.0466], [0.0146, -0.0317, 0.1271], [-0.0342, 0.0090, -0.1096], [-0.0550, 0.0771, 0.0021], [-0.2450, 0.0459, 0.1274], [0.2186, -0.2418, -0.0517], [-2.2417, 1.7029, -1.9410], [4.3803, -0.9209, 6.7874], [-0.3946, 0.2472, -1.1862], [-0.2510, 0.5025, -0.3206], [0.0678, -0.6001, -0.0977], [-1.8605, -0.8736, -3.2284], [0.3758, 0.1770, 0.3853], [-0.1178, 0.0124, 0.0716], [0.1126, -0.0291, -0.0584], [-0.0261, 0.1408, 0.0654], [-0.0250, 0.1143, -0.1338], [0.0643, -0.0419, 0.0664], [-0.1759, 0.1456, -0.0978], [0.0565, -0.1543, -0.0031], [0.0020, -0.0460, -0.0695], [-0.1484, -0.1228, -0.1758], [-0.3511, -0.2307, -0.2535], [-0.0220, 3.3133, -0.2702], [3.9718, -5.9135, 1.7191], [-0.5957, 0.9852, -0.3845], [0.1567, 0.4196, -0.0358], [-0.3925, -0.1975, 0.0869], [-3.1747, 1.6582, -0.7081], [0.5191, -0.2637, -0.0923], [0.0227, 0.0976, 0.1412], [-0.0330, -0.0511, -0.0936], [0.1800, 0.0647, 0.0614], [-0.0177, 0.1019, -0.0800], [0.0032, -0.0487, -0.0380], [0.0149, 0.1378, -0.0054], [-0.0825, -0.1333, 0.0040], [-0.0771, -0.0115, -0.0549], [-0.2317, 0.0865, -0.0075]], "lowdin_charge": [0.045, -0.357, -0.342, 0.578, 0.381, -0.973, -0.054, -0.091, 0.111, -0.288, -0.263, 0.228, 0.104, 0.058, 0.075, 0.019, -0.228, 0.040, 0.072, -0.095, -0.233, 0.611, -0.269, -0.275, -0.119, -0.273, -0.126, 0.090, 0.067, 0.068, 0.085, 0.083, 0.084, 0.067, 0.086, 0.090, -0.123, -0.243, 0.638, -0.280, -0.272, -0.108, -0.284, -0.125, 0.083, 0.078, 0.084, 0.086, 0.076, 0.088, 0.081, 0.087, 0.090, -0.097, -0.236, 0.610, -0.273, -0.266, -0.113, -0.273, -0.124, 0.073, 0.084, 0.089, 0.085, 0.083, 0.086, 0.085, 0.084, 0.090], "homo_energy_ha": -0.18447, "max_force_ev_per_a": 8.13, "total_charge": -1, "molar_mass_g_mol": 669.39}

no.,gap between HOMO and LUMO (eV)
1,8.83
2,5.32